Here is 2 unconnected molecules or ions with the total composition C3H11NOP in a non-equilibrium geometry from the Open Molecules 2025 dataset. Energies are from wB97M-V/def2-TZVPD.

```
17
Properties=species:S:1:pos:R:3:lowdin_spin:R:1
H -3.176 -2.053 -0.267 -0.0002
H 2.404 1.757 0.558 0.0002
H -0.734 0.194 1.513 0.0224
O -2.356 -1.665 -0.246 0.0410
H 2.379 1.171 -1.159 0.0009
H -3.328 0.744 0.679 0.0569
H 1.735 -1.277 -0.294 0.0105
H 3.416 0.459 -0.099 0.0048
C 1.494 -0.298 0.168 0.0299
P -2.309 1.434 0.006 0.7883
C -0.866 0.603 0.550 0.5265
H 1.661 -0.650 1.144 0.0004
H -2.651 0.838 -1.241 0.0849
N 0.182 0.323 -0.136 0.4031
H 0.121 0.605 -1.120 0.0051
H -1.925 -2.090 -0.993 0.0001
C 2.459 0.884 -0.066 0.0250
```

The calculation puts the total energy at -16103.629 eV. As for the HOMO-LUMO gap (alpha / beta): 7.373 / 7.079 eV. The expectation value of S² is 2.005. The energy above the lowest of the compared OMol25 structures with the same formula, charge and spin comes out at 21.8 kcal/mol. The LUMO energy (alpha / beta) comes out at -3.27 / -8.25 eV. The highest occupied orbital energy (alpha / beta) comes out at -10.6 / -15.3 eV. As for the spin multiplicity: 3. As for the net charge: +1.



Here is a molecular structure, C38H16Cl5N8Re from the Open Molecules 2025 dataset. Energies are from wB97M-V/def2-TZVPD.

```
68
Properties=species:S:1:pos:R:3:lowdin_spin:R:1
C -3.040 0.237 3.441 0.0168
C -0.108 -4.158 4.291 0.0291
C -4.744 1.835 2.805 0.0269
C -2.062 1.493 -3.244 0.0156
C -4.557 1.012 5.081 0.0235
C 2.579 2.329 3.119 0.0405
C 2.088 -1.606 -4.644 0.0257
N 1.458 -3.259 -0.169 -0.0266
C 3.100 1.196 2.499 -0.0083
C 1.063 0.940 1.157 0.0083
C 0.649 2.169 1.695 0.0416
C 1.357 2.840 2.684 -0.0083
H 3.269 -4.433 -2.197 0.0008
H 4.139 -4.311 -4.528 0.0006
N -1.263 -1.450 3.289 -0.0238
C -3.008 1.863 -2.297 0.0167
Cl -0.742 2.973 1.036 0.0226
C 1.281 -5.938 3.398 0.0258
C -0.397 -2.191 2.623 0.1445
H -0.717 -3.739 5.080 0.0008
C -2.193 1.842 -4.575 0.0267
H -5.226 2.450 2.058 0.0009
C -5.181 1.813 4.125 0.0227
C -3.662 1.037 2.487 0.0157
C 0.675 -0.854 -2.604 0.1322
Cl 4.654 0.624 2.956 -0.0054
N -3.259 1.427 0.094 -0.0224
H 3.394 -2.546 -6.056 0.0006
C -4.126 2.599 -2.637 0.0248
C 0.866 -3.048 0.990 0.1462
C 1.483 -5.250 2.207 0.0288
C 0.499 -5.402 4.423 0.0256
H -6.020 2.428 4.419 0.0006
C 2.354 0.538 1.522 0.0409
H 0.363 -5.970 5.332 0.0007
Re -0.320 -0.342 0.210 1.2907
H 2.084 -5.661 1.409 0.0009
C 0.109 -3.473 3.110 0.0184
C 1.373 -2.455 -1.201 0.1333
C -4.262 2.964 -3.972 0.0239
C 2.952 -3.652 -2.874 0.0262
Cl 3.111 -0.806 0.737 0.0203
H 1.736 -6.910 3.534 0.0007
H -1.455 1.546 -5.306 0.0008
C 3.427 -3.577 -4.178 0.0221
N -1.886 -0.005 1.461 0.0016
C -2.565 1.318 -1.014 0.1270
Cl 0.749 4.296 3.364 -0.0052
N -0.068 0.079 -3.162 -0.0172
C 1.634 -1.677 -3.342 0.0163
H -4.859 2.879 -1.893 0.0007
H 1.748 -0.828 -5.314 0.0008
C -3.311 2.592 -4.924 0.0218
N -1.351 0.683 -1.202 0.0000
H -3.451 2.893 -5.953 0.0005
H -5.119 3.545 -4.281 0.0007
N 0.128 -1.951 1.377 -0.0055
H -2.991 -0.425 5.487 0.0008
C -1.048 0.705 -2.546 0.1337
H -4.922 1.023 6.099 0.0006
C -2.929 0.853 1.235 0.1391
C 0.886 -4.009 2.089 0.0181
Cl 3.448 3.116 4.367 0.0147
N 0.619 -1.303 -1.307 0.0048
C 2.054 -2.681 -2.475 0.0155
C -3.475 0.203 4.752 0.0264
C -1.955 -0.468 2.759 0.1331
C 3.003 -2.572 -5.049 0.0229
```

The calculation puts the total energy at -116325.837 eV. As for the HOMO-LUMO gap (alpha / beta): 5.614 / 5.238 eV. The expectation value of S² is 3.866. The LUMO energy (alpha / beta) comes out at -4.43 / -5.42 eV. The highest occupied orbital energy (alpha / beta) comes out at -10.0 / -10.7 eV. As for the spin multiplicity: 4. As for the net charge: +1.



Here is a molecular structure, C25H19N3O2RuS from the Open Molecules 2025 dataset. Energies are from wB97M-V/def2-TZVPD.

```
51
Properties=species:S:1:pos:R:3:mulliken_charge:R:1
H 2.662 1.632 -1.458 0.5210
C 3.997 0.137 -2.251 -0.7306
H -2.683 -0.923 -1.291 0.4495
C 0.713 0.115 2.858 0.6274
H 5.114 -1.495 -3.063 0.4246
C 0.634 -0.888 5.401 -0.4601
C 3.037 -2.000 -2.833 -0.5120
O -0.246 -0.007 0.447 -0.6715
C 2.750 0.616 -1.826 -0.0220
H -2.714 4.129 1.824 0.4364
H -0.757 -4.262 -3.191 0.4520
H -1.380 -0.407 2.715 0.3155
Ru -0.222 0.089 -1.437 0.6755
C -1.667 3.940 1.631 -0.8264
C -1.656 -3.793 -2.820 -0.3456
H 3.125 -3.006 -3.219 0.5440
C -0.515 -0.906 4.615 -0.7691
O -1.859 3.200 -3.603 -0.3030
S 0.880 0.847 1.270 0.2114
C 1.655 -0.215 -1.912 0.9144
H -1.169 6.021 1.496 0.4355
C 0.154 2.442 1.328 1.0288
C -0.491 -0.394 3.331 -0.1496
N -0.629 1.692 -2.248 -0.8710
H -1.867 1.805 1.751 0.3083
C -0.790 5.009 1.446 -0.4575
H -1.433 -1.320 5.010 0.4237
C 0.557 4.793 1.202 -0.7763
H 2.090 3.306 0.929 0.3876
H -2.944 -5.399 -3.367 0.4002
C 4.142 -1.148 -2.742 -0.6080
H -4.987 -4.299 -2.528 0.4160
N 0.681 -2.346 -2.522 -0.5429
C -2.882 -4.419 -2.915 -0.6323
H 0.599 -1.286 6.406 0.4255
H 2.807 0.510 3.214 0.4089
C 1.809 -1.522 -2.421 0.1956
C -4.034 -3.796 -2.441 -0.5039
C 1.043 3.494 1.132 -0.3918
N -0.380 -1.822 -2.122 0.5655
C -2.745 -1.900 -1.752 -0.2531
H 4.858 0.789 -2.195 0.4394
C -1.265 2.459 -2.957 0.5905
C -1.200 2.641 1.586 -0.0569
C -3.968 -2.538 -1.861 -0.7842
H 2.714 -0.373 5.524 0.4240
C -1.605 -2.527 -2.233 0.8444
C 1.825 -0.373 4.909 -0.7115
H -4.863 -2.056 -1.493 0.4009
C 1.878 0.126 3.617 -0.3194
H 1.228 5.629 1.062 0.4323
```

The calculation puts the total energy at -48196.919 eV. As for the HOMO-LUMO gap (alpha / beta): 5.623 / 5.880 eV. The energy above the lowest of the compared OMol25 structures with the same formula, charge and spin comes out at 19.1 kcal/mol. The LUMO energy (alpha / beta) comes out at -9.13 / -8.85 eV. The highest occupied orbital energy (alpha / beta) comes out at -14.8 / -14.7 eV. As for the net charge: +2.



Here is 4 unconnected molecules or ions with the total composition CH10NO4 in a non-equilibrium geometry from the Open Molecules 2025 dataset. Energies are from wB97M-V/def2-TZVPD.

```
16
Properties=species:S:1:pos:R:3:mulliken_charge:R:1
H 0.971 -3.196 0.186 0.2486
H -1.937 -0.028 -1.153 0.2288
O 0.077 -1.840 -0.943 -0.6029
H -0.684 -1.165 -0.700 0.4782
O 1.244 2.445 0.608 -0.7092
H 1.340 1.494 0.398 0.3055
C 0.467 -2.238 0.372 -0.4399
H -0.956 2.808 -1.422 0.2636
H -1.453 1.526 -0.447 0.4084
O -1.497 0.129 -0.310 -1.0217
N 1.298 -1.279 1.073 -0.6265
H 0.400 2.639 0.164 0.3884
H 2.031 -0.980 0.441 0.2547
O -1.527 2.611 -0.664 -0.8402
H 0.654 -0.586 1.397 0.3323
H -0.427 -2.341 0.999 0.3318
```

The calculation puts the total energy at -10880.419 eV. As for the HOMO-LUMO gap: 9.252 eV. The energy above the lowest of the compared OMol25 structures with the same formula, charge and spin comes out at 10.8 kcal/mol. The LUMO energy comes out at 4.17 eV. The highest occupied orbital energy comes out at -5.1 eV. As for the net charge: -1.